(1)
{
  "formula": "C40H54BiClFN6O6S",
  "method": "ωB97M-V with the def2-TZVPD basis set",
  "charge": 3,
  "symbols": ["Bi", "F", "C", "C", "C", "C", "O", "C", "C", "N", "C", "C", "C", "C", "C", "C", "N", "C", "C", "N", "C", "C", "C", "O", "O", "H", "H", "H", "H", "H", "H", "H", "H", "H", "H", "H", "H", "H", "H", "H", "H", "H", "H", "C", "C", "C", "C", "C", "O", "C", "C", "C", "C", "C", "C", "Cl", "C", "C", "C", "N", "C", "N", "C", "N", "H", "H", "H", "H", "H", "H", "H", "H", "H", "H", "H", "H", "H", "H", "H", "H", "H", "H", "H", "H", "H", "H", "C", "C", "C", "O", "H", "H", "H", "H", "H", "H", "O", "S", "C", "C", "C", "C", "H", "H", "H", "H", "H", "H", "H", "H"],
  "positions_angstrom": [[-0.6708, -0.3003, 0.7189], [0.5203, 5.2909, 4.7907], [0.6393, 5.2060, 3.4530], [0.5162, 3.9986, 2.8462], [0.7067, 3.8912, 1.4561], [0.5508, 2.6194, 0.7816], [0.2798, 1.5739, 1.4714], [0.7664, 2.6115, -0.6098], [1.1218, 3.7805, -1.2438], [1.2639, 4.9519, -0.6327], [1.5946, 6.1361, -1.4218], [2.6097, 6.0190, -2.5105], [2.9472, 6.7633, -1.2553], [1.0479, 5.0452, 0.7393], [1.1423, 6.2852, 1.3851], [0.9346, 6.3934, 2.7450], [1.0475, 7.6118, 3.4097], [1.9448, 8.6599, 2.9683], [2.7606, 9.1705, 4.1484], [1.8221, 9.6313, 5.2378], [0.8783, 8.5295, 5.6633], [0.1206, 8.0588, 4.4356], [0.7047, 1.4136, -1.5020], [1.2748, 1.3958, -2.5568], [-0.0481, 0.3793, -1.1098], [0.3044, 3.1140, 3.4321], [1.3105, 3.7629, -2.3076], [0.7414, 6.7810, -1.5834], [2.4232, 6.5776, -3.4160], [3.0981, 5.0657, -2.6655], [3.0086, 7.8429, -1.2873], [3.6393, 6.2839, -0.5741], [1.3632, 7.1704, 0.8064], [1.3887, 9.4944, 2.5186], [2.6419, 8.2859, 2.2228], [3.4040, 10.0048, 3.8760], [3.3622, 8.3717, 4.5755], [1.2727, 10.4227, 4.8946], [2.3535, 9.9772, 6.0376], [0.2208, 8.9234, 6.4353], [1.4898, 7.7297, 6.0747], [-0.4779, 8.8939, 4.0426], [-0.5742, 7.2767, 4.7199], [5.4211, -1.0499, 5.9647], [4.6085, -2.3589, 6.0041], [5.5895, -3.5268, 5.8402], [3.9882, -2.4621, 7.4058], [3.4676, -2.3457, 4.9127], [2.5806, -1.2436, 5.2053], [2.6093, -3.6160, 4.8338], [3.1375, -4.8065, 4.0346], [2.9014, -4.6949, 2.5444], [3.9306, -4.9157, 1.6330], [3.7033, -4.8902, 0.2600], [2.4212, -4.6391, -0.2050], [2.1072, -4.6280, -1.9142], [1.3811, -4.4132, 0.6794], [1.6266, -4.4433, 2.0428], [4.0761, -2.0265, 3.5601], [3.1220, -1.7378, 2.4821], [1.8711, -1.3116, 2.4863], [1.4865, -1.1293, 1.2185], [2.5916, -1.4661, 0.4845], [3.5973, -1.8290, 1.2175], [5.9795, -0.9476, 6.8968], [4.7772, -0.1749, 5.8622], [6.1584, -1.0433, 5.1590], [6.4085, -3.3960, 6.5505], [6.0373, -3.5688, 4.8438], [5.1296, -4.4900, 6.0637], [4.7942, -2.5765, 8.1313], [3.3285, -3.3216, 7.5323], [3.4477, -1.5560, 7.6980], [2.3106, -1.3221, 6.1261], [1.6381, -3.3234, 4.4235], [2.4045, -3.9442, 5.8528], [2.6325, -5.7043, 4.4011], [4.1931, -4.9813, 4.2201], [4.9307, -5.1310, 1.9961], [4.5087, -5.0700, -0.4403], [0.3777, -4.2441, 0.3049], [0.7951, -4.3009, 2.7274], [4.6632, -2.8659, 3.1986], [4.7233, -1.1596, 3.6338], [1.3015, -1.1325, 3.3866], [2.6293, -1.4312, -0.5942], [-1.5633, -4.3119, -1.7552], [-0.9346, -2.9656, -1.6165], [0.0336, -2.5344, -2.6652], [-1.2224, -2.2773, -0.6297], [-0.7705, -5.0675, -1.7367], [-2.0444, -4.4004, -2.7318], [-2.2779, -4.5044, -0.9604], [0.9356, -3.1483, -2.5489], [0.2894, -1.4792, -2.6074], [-0.3663, -2.7763, -3.6509], [-2.4799, 1.2740, 0.5768], [-4.0190, 1.2153, 0.4899], [-4.6096, 1.2594, 2.2033], [-5.4974, 0.0323, 2.3978], [-4.8069, -1.0997, 1.6375], [-4.5116, -0.5199, 0.2576], [-5.1056, 2.2120, 2.3782], [-3.6937, 1.2116, 2.7957], [-6.4867, 0.2115, 1.9715], [-5.6323, -0.1861, 3.4557], [-5.4337, -1.9862, 1.5594], [-3.8818, -1.3913, 2.1443], [-5.4078, -0.4884, -0.3649], [-3.7219, -1.0104, -0.3144]],
  "forces_ev_per_angstrom": [[-0.01, 0.16, 0.21], [-0.02, -0.02, 0.05], [0.01, 0.05, 0.07], [-0.02, -0.11, -0.03], [-0.04, -0.07, 0.00], [0.12, -0.05, -0.02], [-0.17, 0.02, 0.11], [-0.01, 0.01, 0.00], [0.01, 0.04, -0.03], [0.04, 0.06, 0.03], [-0.02, -0.03, 0.12], [0.06, -0.03, -0.10], [0.07, 0.04, 0.06], [0.02, 0.05, -0.19], [0.04, 0.05, -0.08], [-0.10, 0.19, -0.07], [0.23, -0.10, 0.24], [-0.14, -0.01, 0.00], [-0.07, -0.01, 0.05], [0.00, -0.11, -0.05], [0.05, 0.00, -0.02], [0.02, 0.06, -0.15], [-0.08, -0.11, 0.12], [-0.03, 0.01, -0.01], [0.14, -0.06, -0.14], [-0.01, 0.04, -0.02], [-0.02, 0.01, -0.03], [-0.04, -0.01, 0.00], [-0.01, 0.00, 0.01], [-0.01, 0.03, 0.03], [-0.01, -0.03, -0.02], [-0.04, -0.01, -0.02], [-0.04, -0.05, 0.00], [0.02, 0.00, -0.06], [0.01, -0.03, -0.01], [-0.04, 0.04, 0.00], [0.03, -0.01, 0.04], [-0.01, 0.06, 0.00], [0.03, -0.02, 0.05], [-0.01, 0.06, -0.02], [0.03, -0.01, 0.03], [-0.05, -0.03, 0.00], [0.03, -0.05, 0.00], [-0.03, -0.03, -0.06], [-0.02, -0.04, -0.01], [-0.04, -0.04, 0.00], [-0.04, -0.01, 0.04], [0.03, 0.20, 0.11], [0.07, -0.02, -0.13], [-0.08, -0.14, 0.42], [-0.06, -0.03, -0.19], [0.04, -0.37, -0.12], [-0.09, -0.07, -0.14], [-0.11, -0.04, 0.01], [0.35, -0.17, 0.27], [0.94, -1.00, 0.27], [-0.16, -0.02, 0.01], [-0.05, -0.09, 0.00], [0.10, 0.23, -0.04], [0.27, 0.13, 0.21], [0.14, 0.03, -0.19], [0.06, 0.06, 0.03], [-0.34, 0.18, -0.37], [-0.10, 0.07, 0.25], [-0.02, -0.03, -0.04], [0.01, -0.02, 0.01], [-0.04, 0.00, 0.01], [-0.03, 0.00, -0.04], [-0.03, 0.00, 0.04], [-0.01, 0.01, -0.02], [-0.03, 0.01, 0.00], [0.03, 0.02, -0.02], [0.02, -0.03, -0.01], [-0.01, 0.00, 0.06], [0.07, 0.00, 0.07], [-0.05, 0.00, 0.01], [-0.04, 0.02, -0.07], [0.09, 0.04, -0.02], [-0.04, 0.00, -0.04], [-0.02, 0.00, 0.04], [0.08, -0.04, 0.10], [0.04, -0.03, -0.06], [0.06, 0.04, 0.01], [0.04, 0.09, -0.04], [0.10, -0.04, -0.09], [-0.04, 0.01, 0.05], [0.05, -0.01, -0.08], [0.07, -0.07, -0.51], [-0.41, 0.30, -0.03], [0.07, 0.31, 0.31], [-0.03, 0.03, -0.03], [0.02, 0.01, 0.03], [0.00, 0.01, 0.02], [-0.59, 0.61, -0.12], [-0.11, -0.01, 0.07], [-0.03, 0.02, -0.01], [-0.21, -0.23, 0.02], [0.20, 0.23, -0.30], [-0.06, -0.06, 0.06], [0.06, -0.04, -0.05], [-0.03, 0.06, -0.01], [0.05, -0.04, 0.05], [0.01, -0.02, 0.00], [-0.03, 0.00, 0.04], [0.00, 0.00, 0.04], [0.02, 0.00, 0.01], [0.01, -0.02, 0.00], [-0.01, 0.01, -0.01], [0.01, 0.01, 0.02], [-0.03, 0.00, 0.00]],
  "mulliken_charge": [2.0535, -0.3506, -0.0869, -0.5295, 0.8729, 1.9028, -1.4007, -0.0955, -0.8497, 0.2811, -0.3594, -1.0072, -0.3476, -0.0369, -1.0823, -0.4685, 0.2132, -0.6220, -0.9181, -0.1314, -0.6952, -0.6657, 0.3065, -0.6063, -0.3384, 0.6736, 0.7902, 0.4529, 0.2760, 0.3605, 0.3078, 0.2186, 0.8336, 0.3304, 0.4870, 0.4225, 0.3691, 0.3878, 0.3558, 0.3767, 0.4201, 0.2880, 0.4609, -1.9238, 2.0813, -1.8922, -1.7469, 1.1737, -0.6353, -1.4232, -0.8925, -0.0932, -0.1685, -1.0151, 0.7513, -0.2690, -0.7876, -0.4751, -1.7468, 1.1861, -0.3993, 0.1673, -1.1481, -1.1435, 0.5036, 0.3260, 0.3811, 0.5349, 0.3321, 0.3333, 0.4856, 0.3209, 0.5353, 0.5800, 0.5250, 0.3926, 0.3436, 0.4296, 0.4239, 0.4694, 0.5592, 0.5785, 0.5172, 0.6140, 0.5358, 0.6050, -1.2176, 0.9336, -0.4186, -0.4687, 0.3186, 0.4428, 0.3102, -0.1655, -0.1151, 0.5035, -0.4723, 0.1200, -0.4732, -0.7277, -0.3657, -0.2704, 0.4029, 0.2473, 0.3343, 0.3628, 0.4319, 0.0545, 0.4615, -0.0047]
}

(2)
{
  "formula": "C4H12",
  "method": "ωB97M-V with the def2-TZVPD basis set",
  "charge": 0,
  "e_above_lowest_kcal_mol": 4.4,
  "symbols": ["C", "C", "H", "H", "H", "H", "H", "H", "C", "C", "H", "H", "H", "H", "H", "H"],
  "positions_angstrom": [[-1.6615, 0.4990, -1.6924], [-0.3023, -0.2114, -1.6778], [-2.3441, 0.0066, -2.3829], [-2.0652, 0.5918, -0.6871], [-1.5429, 1.4984, -2.1129], [0.1026, -0.2549, -2.6911], [0.4038, 0.4778, -1.2030], [-0.2763, -1.1886, -1.2040], [0.3967, 0.0008, 2.1897], [1.5506, -0.3267, 1.2568], [0.6441, 0.7147, 2.9722], [-0.4532, 0.3087, 1.5746], [0.0080, -0.8820, 2.7120], [2.4408, -0.7438, 1.7231], [1.8061, 0.5837, 0.7160], [1.2929, -1.0742, 0.5068]],
  "forces_ev_per_angstrom": [[0.40, -0.25, -0.47], [0.30, 1.31, -0.40], [-0.31, -0.21, 0.35], [-0.27, -0.08, -0.07], [0.09, 0.11, 0.19], [-0.21, -0.46, -0.09], [0.01, -0.43, 0.39], [-0.11, 0.03, -0.01], [-0.49, -1.04, 0.01], [0.17, -0.06, -0.20], [-0.03, 0.29, -0.26], [0.07, 0.50, 0.24], [0.29, -0.05, -0.02], [0.06, 0.30, 0.39], [0.34, -0.06, -0.05], [-0.31, 0.08, 0.02]],
  "mulliken_charge": [-0.8910, -0.6847, 0.2920, 0.2735, 0.2604, 0.3527, 0.1271, 0.2636, -0.6248, -0.7993, 0.2870, 0.1011, 0.2695, 0.3428, 0.2342, 0.1961]
}

(3)
{
  "formula": "C19H22N4O3",
  "method": "ωB97M-V with the def2-TZVPD basis set",
  "charge": 0,
  "e_above_lowest_kcal_mol": 430.2,
  "symbols": ["C", "C", "H", "H", "O", "C", "O", "C", "C", "H", "H", "C", "N", "C", "N", "C", "N", "C", "C", "N", "C", "C", "C", "C", "C", "C", "O", "C", "H", "H", "H", "H", "H", "H", "H", "H", "C", "H", "C", "H", "H", "H", "H", "H", "H", "H", "H", "H"],
  "positions_angstrom": [[7.7375, 0.7157, 0.6780], [7.1267, -0.4049, -0.1662], [7.7010, -0.6129, -1.0693], [6.8612, -1.2863, 0.4689], [5.7374, -0.1305, -0.8261], [4.6179, -0.0658, 0.2133], [4.6404, -0.4727, 1.4724], [3.3829, 0.4850, -0.6712], [2.3861, 1.1271, 0.3612], [2.6471, 0.5994, 1.4242], [2.5836, 2.3691, 0.5664], [0.8743, 1.0016, -0.0410], [0.6803, -0.6823, -0.1353], [-0.5917, -0.8928, 0.0237], [-0.7514, -2.3282, -0.1252], [-2.0200, -2.8848, 0.1753], [-3.0709, -2.4015, 0.1443], [-3.0584, -0.9601, 0.1301], [-1.6861, -0.1023, -0.0840], [-2.0926, 1.1892, 0.0282], [-3.4649, 1.3257, -0.1597], [-4.2530, 2.6155, 0.0305], [-5.5139, 2.5414, -0.0206], [-6.2288, 1.2514, 0.1981], [-5.4642, 0.1766, -0.1632], [-3.9760, 0.1011, 0.0192], [-5.9997, -1.4084, 0.1754], [-7.3721, -1.1769, 0.2050], [-7.6916, -2.4416, 0.4271], [-7.7855, -0.8655, 1.1852], [-7.8750, -0.8346, -0.7178], [-7.2749, 1.1780, -0.0671], [-6.0718, 3.3680, -0.0965], [-3.6569, 3.3460, -0.2242], [-1.4310, 1.8169, -0.2145], [-1.9289, -3.7326, 0.0974], [1.7951, -1.4037, -0.3876], [1.3544, -2.3219, -0.3392], [2.7423, -0.7401, -1.1709], [3.4127, -1.3807, -1.3642], [2.3140, -0.5764, -1.9396], [2.1242, -1.5543, 0.9769], [0.6955, 1.3636, -0.8732], [0.3041, 1.2308, 0.8561], [3.5858, 1.2275, -1.4071], [8.8204, 0.3031, 0.9018], [7.1911, 0.8889, 1.5123], [7.9429, 1.4398, -0.0072]],
  "forces_ev_per_angstrom": [[2.99, -4.43, -2.09], [-2.49, -0.98, 0.12], [0.11, -0.29, 0.39], [0.86, 0.46, -0.71], [-0.96, 0.45, 4.84], [1.89, -0.96, 1.86], [0.33, 2.60, -7.94], [-0.27, 0.62, 5.08], [0.57, 2.54, 2.49], [-1.15, 1.37, -2.57], [-0.24, -3.49, -0.70], [4.70, -7.63, 9.03], [-1.58, 10.70, -0.35], [1.07, -8.05, -2.30], [-1.95, 2.47, 2.60], [12.14, 10.42, -1.47], [-12.40, 9.63, 1.03], [4.31, 0.42, -1.80], [-7.07, -2.95, 2.62], [-1.05, -1.13, -0.66], [1.53, 2.75, 2.75], [4.86, -6.15, -1.25], [-4.31, -3.69, 1.59], [1.32, 0.30, -3.59], [1.37, -5.20, 4.75], [-5.28, -1.73, -1.71], [0.69, 6.30, -1.96], [-1.85, -6.76, 1.89], [0.12, 3.33, -1.23], [0.42, 1.03, -0.73], [0.36, 0.00, 0.57], [-0.27, 0.31, 0.80], [-2.16, 3.05, -0.17], [2.40, 4.66, -0.70], [1.96, 3.10, -0.73], [1.39, -16.20, -0.69], [-0.67, -0.98, 9.22], [0.16, -3.55, -1.82], [2.37, 0.99, 6.94], [5.36, -4.79, -1.87], [-5.33, 2.47, -10.42], [0.58, 0.11, -3.45], [-2.18, 3.72, -7.84], [-0.26, 0.50, -0.53], [0.99, 0.02, -0.65], [-2.11, 0.68, 0.11], [-1.43, 1.02, 2.48], [0.15, 2.94, -1.24]],
  "mulliken_charge": [-1.1259, -0.2676, 0.3273, 0.3164, -0.3643, 0.1084, -0.5580, 0.7071, -1.1670, 0.2926, 0.3001, -1.5067, 0.2441, 0.4050, -0.6036, -0.4067, -0.4804, -0.6845, 0.4939, -0.0044, 0.0321, -0.9679, -0.4202, -0.6085, 0.1159, 1.0067, -0.2748, -0.9029, 0.1930, 0.3536, 0.3528, 0.3373, 0.5333, 0.4597, 0.2409, 0.8133, -0.2291, 0.8606, -3.2500, 0.8151, 1.0275, 0.1724, 0.7751, 0.8158, 0.6623, 0.2899, 0.4466, 0.3234]
}

(4)
{
  "formula": "C3H8AlBIO2",
  "method": "ωB97M-V with the def2-TZVPD basis set",
  "charge": -1,
  "symbols": ["C", "C", "Al", "I", "C", "B", "O", "O", "H", "H", "H", "H", "H", "H", "H", "H"],
  "positions_angstrom": [[2.6993, -0.4437, 0.0222], [1.9653, 0.6915, 0.1677], [0.2240, 0.7492, -0.8305], [0.1460, 2.9580, -2.3028], [-1.2903, 0.8902, 0.5048], [-1.8381, -0.5350, 0.5417], [-1.3277, -1.4978, 1.4464], [-2.8455, -0.9708, -0.3349], [3.0294, -0.7376, -0.9728], [2.9351, -1.1230, 0.8451], [2.2862, 1.4812, 0.8516], [0.0402, -0.5409, -1.7784], [-2.0423, 1.6074, 0.1823], [-0.9063, 1.1228, 1.5001], [-0.6081, -1.9924, 1.0483], [-2.4672, -1.6591, -0.8908]],
  "forces_ev_per_angstrom": [[-0.41, 0.24, 0.44], [0.62, 0.43, -1.57], [0.46, 0.66, -0.29], [-0.08, 0.00, -0.07], [-0.32, -0.51, 0.57], [-0.17, -0.02, -0.02], [0.13, 0.03, -0.26], [0.33, 0.29, -0.18], [-1.26, -1.02, -0.16], [1.42, 0.68, 0.20], [-0.96, -0.83, 1.49], [0.01, -0.04, 0.00], [0.17, 0.19, -0.20], [0.18, 0.33, -0.09], [0.16, -0.13, 0.11], [-0.29, -0.28, 0.04]],
  "mulliken_charge": [-0.6825, -0.3178, 0.3039, -0.4991, -0.4600, 0.2201, -0.6418, -0.5829, 0.2330, 0.2481, 0.3590, -0.2858, 0.2904, 0.2571, 0.2832, 0.2749]
}

no.,calculated total energy (hartree),HOMO energy (eV)
1,-3508.66827,-14.36
2,-159.57791,-11.62
3,-1181.33391,-7.59
4,-834.71547,-4.14